DFT (wB97M-V/def2-TZVPD) results for a 2-piece molecular cluster, CH6NO2 overall.

The geometry in XYZ format:
```
10
Properties=species:S:1:pos:R:3:nbo_charge:R:1
O -2.074 -0.397 0.803 -0.97
H -2.935 -0.661 1.145 0.51
H -2.219 0.504 0.498 0.47
H 0.283 1.758 -0.269 0.53
C 1.500 0.261 -0.543 0.57
N 0.760 -0.742 -0.180 -0.68
O 1.085 1.458 -0.714 -0.58
H 2.582 0.125 -0.701 0.23
H -0.256 -0.722 -0.091 0.47
H 1.273 -1.584 0.052 0.45
```

Output
**LUMO energy**: -4.550 eV
**E**: -6712.4055 eV
**Orbital gap**: 0.431 Eh
**Total charge**: +1
**Relative energy (zero: lowest compared OMol25 entry of this formula, charge and spin)**: 0.746 eV
**E_HOMO**: -16.29 eV


DFT (wB97M-V/def2-TZVPD) results for a 2-piece molecular cluster, CH6NO2P overall.

The geometry in XYZ format:
```
11
Properties=species:S:1:pos:R:3:nbo_charge:R:1
C -0.331 -0.714 -0.802 -0.60
N -1.219 0.382 -0.904 -0.82
O 2.017 -1.588 0.450 -0.96
O 0.752 1.723 0.845 -1.03
P 0.828 -0.752 0.574 1.77
H -0.974 -1.555 -0.772 0.25
H 0.403 -0.686 -1.664 0.24
H 0.753 1.791 1.847 0.44
H -0.956 1.173 -1.419 0.38
H -1.247 0.809 0.071 0.38
H -0.027 -0.583 1.774 -0.06
```

Output
**LUMO energy**: -0.924 eV
**E**: -16005.4799 eV
**Orbital gap**: 0.325 Eh
**Total charge**: 0
**Relative energy (zero: lowest compared OMol25 entry of this formula, charge and spin)**: 4.407 eV
**E_HOMO**: -9.76 eV


DFT (wB97M-V/def2-TZVPD) results for an isolated ion of composition CH6NOS and charge +1.

The geometry in XYZ format:
```
10
Properties=species:S:1:pos:R:3:nbo_charge:R:1
N 0.884 -0.020 -0.482 -0.71
C -0.111 -0.891 0.150 -0.40
S -2.064 -0.252 -0.443 0.55
O -2.134 1.180 0.295 -0.82
H 1.010 0.825 0.070 0.45
H 0.538 0.230 -1.413 0.46
H 1.865 -0.412 -0.618 0.45
H 0.022 -0.904 1.311 0.26
H 0.008 -1.979 -0.324 0.26
H -2.525 0.993 1.149 0.50
```

Output
**LUMO energy**: -3.955 eV
**E**: -15498.4347 eV
**Orbital gap**: 0.366 Eh
**SMILES**: [NH3+]CSO
**Total charge**: +1
**Relative energy (zero: lowest compared OMol25 entry of this formula, charge and spin)**: 1.467 eV
**E_HOMO**: -13.91 eV


DFT (wB97M-V/def2-TZVPD) results for a 2-piece molecular cluster, CH6NS2 overall.

The geometry in XYZ format:
```
10
Properties=species:S:1:pos:R:3:nbo_charge:R:1
C -2.446 -1.693 1.061 0.15
N -1.218 -1.389 1.163 -0.59
H -2.781 -2.663 1.404 0.24
H -3.127 -0.965 0.633 0.23
H -0.851 -0.468 0.822 0.44
H -0.551 -2.047 1.562 0.44
S 1.785 0.324 -0.908 -0.04
S 0.119 1.324 -0.153 -0.13
H 1.422 -0.941 -0.587 0.11
H -0.675 1.180 -1.229 0.15
```

Output
**LUMO energy**: -5.563 eV
**E**: -24287.2044 eV
**Orbital gap**: 0.292 Eh
**Total charge**: +1
**Relative energy (zero: lowest compared OMol25 entry of this formula, charge and spin)**: 0.215 eV
**E_HOMO**: -13.52 eV


DFT (wB97M-V/def2-TZVPD) results for a 2-piece molecular cluster, CH6O overall.

The geometry in XYZ format:
```
8
Properties=species:S:1:pos:R:3:nbo_charge:R:1
C -0.329 0.034 0.923 -0.85
H -0.679 0.595 0.044 0.21
H 0.725 -0.249 0.782 0.19
H -0.422 0.663 1.820 0.23
H -0.939 -0.873 1.046 0.22
O 0.870 -0.110 -1.771 -0.95
H 0.814 -0.201 -0.793 0.47
H -0.041 0.140 -2.049 0.46
```

Output
**LUMO energy**: 0.908 eV
**E**: -3181.4708 eV
**Orbital gap**: 0.448 Eh
**SMILES**: C.O
**Total charge**: 0
**Relative energy (zero: lowest compared OMol25 entry of this formula, charge and spin)**: 0.204 eV
**E_HOMO**: -11.29 eV


DFT (wB97M-V/def2-TZVPD) results for a 2-piece molecular cluster, CH6O2 overall.

The geometry in XYZ format:
```
9
Properties=species:S:1:pos:R:3:nbo_charge:R:1
C -1.307 -0.450 -0.203 -0.26
O -0.094 0.085 -0.718 -0.71
H -2.046 -0.456 -1.022 0.18
H -1.680 0.204 0.603 0.15
H -1.210 -1.476 0.191 0.15
H 0.480 0.257 0.058 0.44
O 1.727 0.682 0.039 -0.90
H 2.656 0.963 0.200 0.49
H 1.472 0.191 0.853 0.46
```

Output
**LUMO energy**: 0.393 eV
**E**: -5226.7962 eV
**Orbital gap**: 0.363 Eh
**SMILES**: CO.O
**Total charge**: 0
**Relative energy (zero: lowest compared OMol25 entry of this formula, charge and spin)**: 2.094 eV
**E_HOMO**: -9.50 eV


DFT (wB97M-V/def2-TZVPD) results for a 3-piece molecular cluster, CH6O2 overall.

The geometry in XYZ format:
```
9
Properties=species:S:1:pos:R:3:nbo_charge:R:1
C 1.674 -0.575 -0.017 -0.27
H 0.177 0.642 0.148 0.45
H 2.673 -0.353 0.180 0.18
H 1.366 -1.237 0.804 0.18
H 1.508 -0.879 -1.023 0.19
H -2.257 0.291 0.881 0.45
H -2.960 0.959 -0.362 0.43
O 1.055 0.827 -0.008 -0.73
O -2.373 -0.323 -0.058 -0.88
```

Output
**LUMO energy**: -0.592 eV
**E**: -5225.2575 eV
**Orbital gap**: 0.361 Eh
**Total charge**: 0
**Relative energy (zero: lowest compared OMol25 entry of this formula, charge and spin)**: 3.633 eV
**E_HOMO**: -10.43 eV


DFT (wB97M-V/def2-TZVPD) results for a 2-piece molecular cluster, CH6O2 overall.

The geometry in XYZ format:
```
9
Properties=species:S:1:pos:R:3:nbo_charge:R:1
C -1.383 0.055 -0.451 -0.25
O -0.355 -0.860 -1.055 -0.78
H -2.292 -0.090 -1.054 0.19
H -1.586 -0.272 0.582 0.17
H -0.836 1.181 -0.492 0.17
H 0.516 -1.065 -0.437 0.48
O 1.594 0.333 0.927 -0.96
H 1.996 -0.405 1.336 0.47
H 2.345 1.124 0.644 0.50
```

Output
**LUMO energy**: 0.403 eV
**E**: -5227.2986 eV
**Orbital gap**: 0.370 Eh
**SMILES**: CO.O
**Total charge**: 0
**Relative energy (zero: lowest compared OMol25 entry of this formula, charge and spin)**: 1.592 eV
**E_HOMO**: -9.67 eV


DFT (wB97M-V/def2-TZVPD) results for a 3-piece molecular cluster, CH6O3 overall.

The geometry in XYZ format:
```
10
Properties=species:S:1:pos:R:3:nbo_charge:R:1
O 0.050 -0.989 0.768 -0.57
C 0.041 0.168 0.157 0.00
H 0.576 0.976 0.912 0.37
H -0.986 0.470 -0.112 0.24
H -1.856 -2.199 -1.584 0.47
H -0.486 -1.514 0.008 0.51
O -1.289 -1.595 -1.089 -0.98
H 0.651 0.212 -0.745 0.21
H 1.774 2.579 1.164 0.48
O 1.526 1.893 0.520 -0.73
```

Output
**LUMO energy**: -3.966 eV
**E**: -7269.4409 eV
**Orbital gap**: 0.231 Eh
**Total charge**: 0
**Relative energy (zero: lowest compared OMol25 entry of this formula, charge and spin)**: 6.538 eV
**E_HOMO**: -10.24 eV


DFT (wB97M-V/def2-TZVPD) results for CH6O4 as an isolated structure.

The geometry in XYZ format:
```
11
Properties=species:S:1:pos:R:3:nbo_charge:R:1
C -0.328 0.863 -0.856 -0.15
O 0.614 -0.811 -0.626 -0.37
O -0.284 -1.892 -0.965 -0.45
H 0.264 -2.348 -1.622 0.47
H 0.422 1.585 -0.560 0.21
H -1.307 1.003 -0.419 0.22
H -0.385 0.579 -1.898 0.18
O -0.305 0.037 1.379 -0.56
O 0.759 0.710 2.087 -0.50
H 0.293 0.928 2.908 0.46
H 0.256 -0.653 0.572 0.48
```

Output
**LUMO energy (alpha / beta)**: -0.152 / -0.152 eV
**E**: -9315.5284 eV
**Orbital gap (alpha / beta)**: 0.311 / 0.311 Eh
**Total charge**: 0
**Relative energy (zero: lowest compared OMol25 entry of this formula, charge and spin)**: 9.387 eV
**E_HOMO (alpha / beta)**: -8.62 / -8.62 eV


DFT (wB97M-V/def2-TZVPD) results for a 3-piece molecular cluster, CH6O4 overall.

The geometry in XYZ format:
```
11
Properties=species:S:1:pos:R:3:nbo_charge:R:1
O -1.659 1.755 1.578 -0.54
C -1.072 1.552 0.568 0.64
O 0.123 0.827 0.699 -0.75
H -1.210 1.709 -0.493 0.11
H 0.493 0.517 -0.165 0.51
O 0.716 -0.109 -1.758 -0.94
H 1.359 -0.756 -1.739 0.48
H 0.623 -0.045 -2.714 0.49
O 0.497 -1.926 1.395 -0.99
H -0.100 -2.469 0.909 0.48
H 0.229 -1.055 1.720 0.51
```

Output
**LUMO energy**: 0.108 eV
**E**: -9323.8843 eV
**Orbital gap**: 0.400 Eh
**SMILES**: O=CO.O.O
**Total charge**: 0
**Relative energy (zero: lowest compared OMol25 entry of this formula, charge and spin)**: 1.031 eV
**E_HOMO**: -10.78 eV


DFT (wB97M-V/def2-TZVPD) results for a 2-piece molecular cluster, CH6OSi overall.

The geometry in XYZ format:
```
9
Properties=species:S:1:pos:R:3:nbo_charge:R:1
C -0.202 -0.964 -0.214 -0.14
O -0.106 -1.517 0.985 -0.64
Si 0.345 0.777 -0.365 0.74
H -1.880 0.337 -0.137 -0.20
H -0.481 -1.701 -1.033 0.23
H 0.236 -0.802 1.645 0.50
H 0.047 1.503 0.943 -0.16
H 1.875 0.655 -0.222 -0.23
H 0.166 1.712 -1.602 -0.10
```

Output
**LUMO energy (alpha / beta)**: -0.254 / -0.253 eV
**E**: -11054.6089 eV
**Orbital gap (alpha / beta)**: 0.300 / 0.300 Eh
**Total charge**: 0
**Relative energy (zero: lowest compared OMol25 entry of this formula, charge and spin)**: 5.387 eV
**E_HOMO (alpha / beta)**: -8.41 / -8.41 eV


DFT (wB97M-V/def2-TZVPD) results for a single CH6OSi molecule.

The geometry in XYZ format:
```
9
Properties=species:S:1:pos:R:3:nbo_charge:R:1
O 0.293 0.888 -1.278 -0.79
C 0.508 -0.367 -0.320 -0.50
Si -0.753 0.099 0.982 0.87
H 0.851 0.906 -2.039 0.47
H 1.639 -0.509 0.021 0.20
H 0.310 -1.245 -0.974 0.20
H -2.013 -0.341 0.455 -0.16
H -0.457 -0.923 2.013 -0.17
H -0.379 1.492 1.140 -0.12
```

Output
**LUMO energy**: 0.952 eV
**E**: -11057.4755 eV
**Orbital gap**: 0.420 Eh
**SMILES**: OC[SiH3]
**Total charge**: 0
**Relative energy (zero: lowest compared OMol25 entry of this formula, charge and spin)**: 2.520 eV
**E_HOMO**: -10.49 eV


DFT (wB97M-V/def2-TZVPD) results for a single CH6P2 molecule.

The geometry in XYZ format:
```
9
Properties=species:S:1:pos:R:3:mulliken_spin:R:1
C 0.206 0.522 -0.230 0.51
P 1.851 -0.319 -0.171 1.27
P -1.266 -0.498 -0.124 0.06
H 0.094 1.149 -1.061 -0.06
H 0.100 1.279 0.571 -0.05
H 1.618 -1.148 0.945 0.06
H 1.638 -1.299 -1.287 0.21
H -1.375 -0.810 -1.471 0.00
H -2.028 0.578 -0.352 0.00
```

Output
**LUMO energy (alpha / beta)**: 1.356 / -3.075 eV
**E**: -19705.1900 eV
**Orbital gap (alpha / beta)**: 0.204 / 0.248 Eh
**2S+1**: 3
**Total charge**: 0
**Relative energy (zero: lowest compared OMol25 entry of this formula, charge and spin)**: 1.861 eV
**E_HOMO (alpha / beta)**: -4.19 / -9.81 eV


DFT (wB97M-V/def2-TZVPD) results for a 2-piece molecular cluster, CH6P2S overall.

The geometry in XYZ format:
```
10
Properties=species:S:1:pos:R:3:nbo_charge:R:1
C 0.396 0.706 -0.365 -0.65
P 0.513 -0.998 -2.228 0.13
P -0.929 -0.422 2.065 0.17
S -1.241 0.810 0.411 -0.03
H 1.216 0.478 0.457 0.23
H 0.503 1.632 -0.910 0.21
H 1.245 -0.191 -3.142 -0.03
H 1.720 -1.593 -1.593 -0.01
H -2.175 -1.112 2.439 0.00
H -1.249 0.691 2.866 -0.02
```

Output
**LUMO energy**: -0.043 eV
**E**: -30544.1310 eV
**Orbital gap**: 0.303 Eh
**Total charge**: 0
**Relative energy (zero: lowest compared OMol25 entry of this formula, charge and spin)**: 2.267 eV
**E_HOMO**: -8.28 eV


DFT (wB97M-V/def2-TZVPD) results for a single CH6P4 molecule.

The geometry in XYZ format:
```
11
Properties=species:S:1:pos:R:3:nbo_charge:R:1
C 2.156 -0.230 0.212 -0.89
P 0.605 0.429 -0.819 0.24
P -0.824 -0.072 0.730 -0.03
P -2.646 0.679 -0.100 0.01
P -2.167 -1.334 -0.465 0.03
H 1.904 -1.191 0.566 0.22
H 2.484 0.486 1.072 0.24
H 3.041 -0.409 -0.506 0.23
H 0.429 1.756 -0.271 -0.02
H -2.101 1.434 -1.134 -0.02
H -2.882 -1.550 0.716 -0.02
```

Output
**LUMO energy**: 0.817 eV
**E**: -38288.1788 eV
**Orbital gap**: 0.346 Eh
**SMILES**: C[PH]#P1[PH]#[PH]1
**Total charge**: 0
**Relative energy (zero: lowest compared OMol25 entry of this formula, charge and spin)**: 0.261 eV
**E_HOMO**: -8.60 eV


DFT (wB97M-V/def2-TZVPD) results for a 2-piece molecular cluster, CH6S3 overall.

The geometry in XYZ format:
```
10
Properties=species:S:1:pos:R:3:nbo_charge:R:1
C 3.436 -2.273 -3.143 -0.71
S 4.347 -2.527 -1.509 -0.08
H 2.498 -2.879 -3.226 0.23
H 3.250 -1.242 -3.391 0.22
H 4.146 -2.338 -3.897 0.21
H 5.105 -1.410 -1.560 0.12
S -2.103 2.064 2.115 -0.14
S -4.119 1.577 1.258 -0.14
H -1.788 2.756 0.932 0.15
H -3.822 0.912 0.170 0.12
```

Output
**LUMO energy**: -0.375 eV
**E**: -33638.7797 eV
**Orbital gap**: 0.320 Eh
**SMILES**: CS.SS
**Total charge**: 0
**Relative energy (zero: lowest compared OMol25 entry of this formula, charge and spin)**: 1.116 eV
**E_HOMO**: -9.09 eV


DFT (wB97M-V/def2-TZVPD) results for a 2-piece molecular cluster, CH6S4 overall.

The geometry in XYZ format:
```
11
Properties=species:S:1:pos:R:3:nbo_charge:R:1
C -1.560 -0.793 0.346 -0.76
S -0.445 -1.349 -0.974 0.04
S -0.155 -0.115 -2.775 -0.12
H -2.550 -0.695 -0.094 0.22
H -1.682 -1.499 1.166 0.25
H -1.333 0.234 0.604 0.22
H 0.419 0.883 -2.058 0.14
S 1.428 2.017 0.997 -0.14
S 1.363 -0.063 1.553 -0.15
H 2.745 1.976 0.868 0.13
H 1.771 -0.595 0.367 0.15
```

Output
**LUMO energy**: -0.201 eV
**E**: -44474.2521 eV
**Orbital gap**: 0.310 Eh
**SMILES**: CSS.SS
**Total charge**: 0
**Relative energy (zero: lowest compared OMol25 entry of this formula, charge and spin)**: 0.966 eV
**E_HOMO**: -8.63 eV


DFT (wB97M-V/def2-TZVPD) results for a 3-piece molecular cluster, CH6SSi overall.

The geometry in XYZ format:
```
9
Properties=species:S:1:pos:R:3:nbo_charge:R:1
C -0.319 1.169 -1.338 -1.10
Si 0.975 0.202 -0.664 1.07
S 0.753 -1.943 -0.551 -0.42
H -1.784 -0.685 3.011 0.00
H -0.316 2.251 -1.713 0.25
H -1.125 0.657 -1.687 0.21
H -1.485 -0.235 2.288 0.00
H 2.231 0.523 -0.118 -0.17
H 1.069 -1.938 0.772 0.16
```

Output
**LUMO energy**: 0.383 eV
**E**: -19844.4682 eV
**Orbital gap**: 0.328 Eh
**Total charge**: 0
**Relative energy (zero: lowest compared OMol25 entry of this formula, charge and spin)**: 2.882 eV
**E_HOMO**: -8.55 eV


DFT (wB97M-V/def2-TZVPD) results for a single CH7BrOSi2 molecule.

The geometry in XYZ format:
```
12
Properties=species:S:1:pos:R:3:nbo_charge:R:1
C -0.137 1.950 -0.264 -1.15
Si -0.953 0.499 0.612 1.54
Br -2.967 -0.089 0.066 -0.31
O -0.034 -0.826 0.452 -1.30
Si 0.481 -2.190 -0.103 1.25
H 0.901 1.740 -0.317 0.25
H -0.707 2.148 -1.235 0.26
H -0.205 2.909 0.353 0.26
H -0.859 0.667 2.215 -0.20
H 0.432 -2.035 -1.624 -0.20
H -0.116 -3.404 0.430 -0.20
H 1.913 -2.034 0.651 -0.20
```

Output
**LUMO energy**: 0.653 eV
**E**: -88998.1651 eV
**Orbital gap**: 0.405 Eh
**SMILES**: C[Si@@H](Br)O[SiH3]
**Total charge**: 0
**Relative energy (zero: lowest compared OMol25 entry of this formula, charge and spin)**: 0.156 eV
**E_HOMO**: -10.37 eV


| no. | strongest force on any atom (eV/A) |
| --- | --- |
| 1 | 1.10 |
| 2 | 4.34 |
| 3 | 3.58 |
| 4 | 0.42 |
| 5 | 1.50 |
| 6 | 6.11 |
| 7 | 9.27 |
| 8 | 5.50 |
| 9 | 5.71 |
| 10 | 2.62 |
| 11 | 4.14 |
| 12 | 2.45 |
| 13 | 3.41 |
| 14 | 2.74 |
| 15 | 3.13 |
| 16 | 3.04 |
| 17 | 3.04 |
| 18 | 2.80 |
| 19 | 4.08 |
| 20 | 3.62 |